# C4H10I4Si2

2 unconnected molecules or ions with the total composition C4H10I4Si2 (wB97M-V/def2-TZVPD, the Open Molecules 2025 dataset).

```
20
Properties=species:S:1:pos:R:3:lowdin_charge:R:1
I 0.48 1.36 2.93 0.461
I 4.30 -0.44 -1.49 0.202
I 4.19 -0.82 2.57 0.252
I 3.12 -3.93 0.16 0.196
Si 0.21 -0.47 1.36 0.139
Si 2.96 -1.39 0.50 -0.814
C -1.06 -0.09 0.06 -0.568
C 0.00 0.73 -2.09 -0.106
C -0.77 1.24 -0.84 -0.264
C -2.37 0.27 0.81 -0.174
H -0.06 -1.85 2.13 -0.018
H -1.79 1.55 -1.17 0.106
H -0.34 2.07 -0.29 0.081
H -0.80 0.22 -2.65 0.085
H -2.34 -0.18 1.84 0.047
H -3.31 -0.23 0.35 0.112
H -1.09 -0.99 -0.61 0.108
H 0.85 0.03 -1.81 0.061
H -2.42 1.35 0.88 0.059
H 0.25 1.56 -2.64 0.034
```

As for the net charge: 0. Its HOMO-LUMO gap is 7.1 eV. For the total energy, the calculation gives -1928.2534 a.u. The HOMO energy comes out at -8.61 eV. As for the LUMO energy: -0.0562 hartree. For the largest force on an atom, the calculation gives 2.82 eV/Å.



# C4H10N2

A gas-phase ion, C4H10N2 (charge -1) (wB97M-V/def2-TZVPD, the Open Molecules 2025 dataset).

```
16
Properties=species:S:1:pos:R:3:mulliken_spin:R:1
N -1.47 0.64 1.63 -0.196
N 1.41 0.76 0.96 0.029
C 0.85 -0.49 -1.18 -0.262
C -0.18 -1.52 -1.70 0.211
C -0.95 0.60 0.32 3.068
C 0.34 0.20 0.10 -0.301
H -0.15 -1.68 -2.78 -0.205
H -0.37 -2.26 -0.93 -0.180
H -1.60 0.66 -0.53 -0.469
H 2.07 1.32 0.42 -0.207
H 1.88 -0.83 -1.27 0.018
H -2.47 0.71 1.65 -0.305
H -0.97 0.02 2.26 -0.176
H 1.88 0.03 1.46 -0.160
H 0.90 0.38 -1.87 -0.009
H -1.13 -0.96 -1.59 0.144
```

As for the net charge: -1. Its HOMO-LUMO gap (spin up / spin down) is 3.4 / 6.9 eV. For the total energy, the calculation gives -267.7961 a.u. The HOMO energy (spin up / spin down) comes out at 1.11 / -2.66 eV. As for the LUMO energy (spin up / spin down): 0.1665 / 0.1570 hartree. For the largest force on an atom, the calculation gives 2.61 eV/Å. Its spin multiplicity is 2.



# C4H10N2

2 unconnected molecules or ions with the total composition C4H10N2 (wB97M-V/def2-TZVPD, the Open Molecules 2025 dataset).

```
16
Properties=species:S:1:pos:R:3:mulliken_spin:R:1
N 1.91 0.74 0.04 -0.944
N 2.35 -1.54 -0.03 -0.278
C -1.99 -0.07 -1.11 0.147
C 2.65 -0.25 -0.29 3.487
C -1.41 0.53 -0.09 0.140
C -2.07 0.63 1.26 0.184
H 2.98 -2.25 -0.41 -1.021
H 2.37 1.61 -0.24 -0.310
H 3.56 -0.08 -0.86 -0.097
H -2.25 1.70 1.45 -0.016
H -1.44 0.25 2.07 -0.018
H -2.91 -0.59 -0.86 -0.029
H -0.41 0.95 -0.04 -0.071
H -1.69 0.00 -2.14 -0.145
H 1.38 -1.80 -0.03 0.024
H -3.05 0.18 1.27 -0.053
```

As for the net charge: -1. Its HOMO-LUMO gap (spin up / spin down) is 2.5 / 8.9 eV. For the total energy, the calculation gives -267.8289 a.u. The HOMO energy (spin up / spin down) comes out at 1.29 / -5.29 eV. As for the LUMO energy (spin up / spin down): 0.1390 / 0.1340 hartree. For the largest force on an atom, the calculation gives 1.22 eV/Å. Its spin multiplicity is 2.



# C4H10N2

2 unconnected molecules or ions with the total composition C4H10N2 (wB97M-V/def2-TZVPD, the Open Molecules 2025 dataset).

```
16
Properties=species:S:1:pos:R:3:lowdin_charge:R:1
N 1.12 -0.67 -0.54 -0.029
N -2.43 -0.20 1.15 0.003
C 1.36 0.70 -0.11 -0.334
C 2.12 1.52 -1.15 -0.115
C -3.29 -0.72 0.30 -0.099
C 0.65 -1.42 0.39 -0.088
H -0.01 -1.14 1.25 0.060
H 2.26 2.52 -0.76 0.064
H 3.07 1.05 -1.42 0.069
H -3.44 -0.19 -0.65 0.056
H 1.50 1.57 -2.05 0.069
H 0.40 1.20 -0.01 0.097
H -2.25 -0.76 1.97 0.013
H 1.85 0.76 0.88 0.116
H -3.75 -1.70 0.42 0.055
H 0.84 -2.51 0.31 0.064
```

As for the net charge: 0. Its HOMO-LUMO gap is 10.2 eV. For the total energy, the calculation gives -267.8275 a.u. The HOMO energy comes out at -9.23 eV. As for the LUMO energy: 0.0369 hartree. For the largest force on an atom, the calculation gives 3.53 eV/Å. As for the SMILES: C=NCC.C=N.



# C4H10N2

A single C4H10N2 molecule (wB97M-V/def2-TZVPD, the Open Molecules 2025 dataset).

```
16
Properties=species:S:1:pos:R:3:lowdin_charge:R:1
N 2.22 -0.37 0.18 -0.069
N 0.99 -0.81 -0.11 -0.044
C 0.07 0.08 -0.16 -0.456
C -1.31 -0.37 -0.62 -0.234
C 0.42 1.42 -0.09 -0.098
C -2.30 -0.24 0.55 -0.151
H -1.66 0.40 -1.42 0.136
H -2.16 -1.11 1.31 0.096
H -2.21 0.83 1.15 0.118
H 2.89 -1.20 0.07 0.104
H -0.45 2.18 -0.10 0.114
H 0.84 1.60 0.88 0.065
H -3.32 -0.21 0.04 0.069
H -1.22 -1.44 -0.95 0.117
H 2.41 0.04 1.18 0.134
H 1.21 1.75 -0.77 0.099
```

As for the net charge: 0. Its HOMO-LUMO gap is 9.3 eV. For the total energy, the calculation gives -267.8325 a.u. The HOMO energy comes out at -8.26 eV. As for the LUMO energy: 0.0372 hartree. For the largest force on an atom, the calculation gives 5.48 eV/Å. As for the SMILES: CC/C(C)=N/N.



# C4H10N2

2 unconnected molecules or ions with the total composition C4H10N2 (wB97M-V/def2-TZVPD, the Open Molecules 2025 dataset).

```
16
Properties=species:S:1:pos:R:3:lowdin_charge:R:1
N -0.92 1.31 -3.07 0.062
N 1.09 2.37 -2.56 0.052
C 0.07 -1.44 2.42 -0.253
C 0.23 1.47 -2.34 -0.406
C -0.65 -0.37 1.67 -0.114
C 0.83 -2.40 1.92 -0.020
H 0.28 0.82 -1.45 0.097
H 1.35 -3.03 2.63 0.047
H 0.24 -1.23 3.47 0.092
H -0.45 -0.34 0.60 0.048
H 1.03 -2.59 0.88 0.054
H -1.74 -0.46 1.78 0.072
H 1.79 2.32 -1.83 0.028
H -1.14 2.13 -3.61 0.090
H -0.32 0.58 2.08 0.072
H -1.70 0.87 -2.60 0.078
```

As for the net charge: 0. Its HOMO-LUMO gap is 10.3 eV. For the total energy, the calculation gives -267.8748 a.u. The HOMO energy comes out at -9.49 eV. As for the LUMO energy: 0.0300 hartree. For the largest force on an atom, the calculation gives 1.16 eV/Å. As for the SMILES: [H]/N=C/N.C=CC.



Energy relative to the best compared isomer or geometry (same formula, charge and spin) per entry: 1.871; 1.357; 0.465; 2.661; 2.526; 1.375 eV